Formula: C48H146F3N31O24S
Source: the Open Molecules 2025 dataset
Level of theory: ωB97M-V/def2-TZVPD

Calculated values
**E_LUMO**: -0.14 eV
**Orbital gap**: 8.3 eV
**Energy**: -166464.6215 eV
**Highest occupied orbital energy**: -8.404 eV
**F_max**: 6.93 eV/Å

Each atom is followed by the atoms it is bonded to, with distances in Å.
Element x y z (Å)
1 O -1.46 5.62 -15.69  H2 0.960, H3 0.960, H4 0.960
2 H -1.40 5.03 -16.44  O1 0.960
3 H -0.73 6.25 -15.67  O1 0.960
4 H -2.31 6.06 -15.79  O1 0.960
5 C -3.86 7.46 -19.19  F6 1.300, F7 1.347, F8 1.322, S9 1.940
6 F -2.69 7.32 -18.64  C5 1.300
7 F -4.76 6.64 -18.61  C5 1.347
8 F -4.32 8.68 -18.95  C5 1.322
9 S -3.89 7.07 -21.09  C5 1.940, O10 1.437, O11 1.467, O12 1.444
10 O -5.23 7.32 -21.54  S9 1.437
11 O -2.93 7.99 -21.71  S9 1.467
12 O -3.44 5.71 -21.26  S9 1.444
13 C 2.23 9.00 -23.00  O14 1.226, N15 1.306, N16 1.312
14 O 1.83 9.76 -22.13  C13 1.226
15 N 1.49 8.25 -23.77  C13 1.306, H17 1.010, H18 1.010
16 N 3.51 8.92 -23.28  C13 1.312, H19 1.010, H20 1.010
17 H 0.49 8.38 -23.77  N15 1.010
18 H 2.03 7.80 -24.50  N15 1.010
19 H 3.79 8.27 -24.00  N16 1.010
20 H 4.19 9.25 -22.60  N16 1.010
21 C -2.55 7.48 -25.25  O22 1.181, N23 1.320, N24 1.327
22 O -2.35 7.18 -26.38  C21 1.181
23 N -1.94 6.82 -24.28  C21 1.320, H25 1.010, H26 1.010
24 N -3.49 8.29 -24.80  C21 1.327, H27 1.010, H28 1.010
25 H -1.27 6.12 -24.58  N23 1.010
26 H -2.09 6.86 -23.28  N23 1.010
27 H -3.58 8.47 -23.81  N24 1.010
28 H -4.07 8.67 -25.53  N24 1.010
29 C -6.17 11.98 -24.49  O30 1.246, N31 1.292, N32 1.265
30 O -5.00 12.15 -24.09  C29 1.246
31 N -6.76 10.83 -24.49  C29 1.292, H33 1.010, H34 1.010
32 N -6.86 12.84 -25.11  C29 1.265, H35 1.010, H36 1.010
33 H -7.77 10.93 -24.52  N31 1.010
34 H -6.25 9.98 -24.32  N31 1.010
35 H -6.59 13.81 -25.01  N32 1.010
36 H -7.68 12.59 -25.63  N32 1.010
37 C -8.81 8.27 -20.98  O38 1.179, N39 1.281, N40 1.292
38 O -9.84 8.84 -20.95  C37 1.179
39 N -8.67 7.00 -20.96  C37 1.281, H41 1.010, H42 1.010
40 N -7.67 8.84 -21.18  C37 1.292, H43 1.010, H44 1.010
41 H -7.80 6.51 -21.11  N39 1.010
42 H -9.52 6.48 -20.77  N39 1.010
43 H -6.79 8.38 -21.36  N40 1.010
44 H -7.78 9.84 -21.28  N40 1.010
45 C -7.89 2.64 -21.32  O46 1.222, N47 1.349, N48 1.310
46 O -6.97 1.89 -21.62  C45 1.222
47 N -8.80 2.32 -20.37  C45 1.349, H49 1.010, H50 1.010
48 N -8.08 3.80 -21.88  C45 1.310, H51 1.010, H52 1.010
49 H -9.51 3.04 -20.32  N47 1.010
50 H -8.92 1.40 -20.00  N47 1.010
51 H -7.40 3.94 -22.61  N48 1.010
52 H -8.94 4.30 -21.71  N48 1.010
53 C 1.60 12.23 -19.90  O54 1.254, N55 1.353, N56 1.338
54 O 1.33 13.32 -19.34  C53 1.254
55 N 2.45 12.10 -20.94  C53 1.353, H57 1.010, H58 1.010
56 N 1.16 11.00 -19.62  C53 1.338, H59 1.010, H60 1.010
57 H 2.34 11.28 -21.52  N55 1.010
58 H 2.89 12.96 -21.26  N55 1.010
59 H 0.48 10.91 -18.87  N56 1.010
60 H 1.16 10.34 -20.38  N56 1.010
61 C -3.52 4.21 -27.88  O62 1.275, N63 1.308, N64 1.291
62 O -3.57 3.41 -28.87  C61 1.275
63 N -4.05 5.39 -27.74  C61 1.308, H65 1.010, H66 1.010
64 N -3.02 3.97 -26.71  C61 1.291, H67 1.010, H68 1.010
65 H -4.50 5.75 -28.57  N63 1.010
66 H -3.69 6.05 -27.06  N63 1.010
67 H -2.59 3.05 -26.75  N64 1.010
68 H -3.06 4.68 -25.99  N64 1.010
69 C -2.85 2.44 -22.43  O70 1.209, N71 1.257, N72 1.317
70 O -2.60 1.29 -22.69  C69 1.209
71 N -2.01 3.38 -22.47  C69 1.257, H73 1.010, H74 1.010
72 N -4.00 2.92 -21.99  C69 1.317, H75 1.010, H76 1.010
73 H -1.13 3.20 -22.92  N71 1.010
74 H -2.34 4.32 -22.32  N71 1.010
75 H -4.13 3.90 -21.80  N72 1.010
76 H -4.71 2.22 -21.80  N72 1.010
77 C -1.73 11.00 -23.04  O78 1.230, N79 1.271, N80 1.325
78 O -1.41 12.04 -23.62  C77 1.230
79 N -2.91 10.56 -22.86  C77 1.271, H81 1.010, H82 1.010
80 N -0.87 10.07 -22.65  C77 1.325, H83 1.010, H84 1.010
81 H -3.69 11.17 -23.08  N79 1.010
82 H -3.08 9.75 -22.29  N79 1.010
83 H -1.24 9.30 -22.11  N80 1.010
84 H 0.10 10.32 -22.72  N80 1.010
85 C -9.65 8.57 -16.47  O86 1.229, N87 1.309, N88 1.304
86 O -8.65 7.97 -16.08  C85 1.229
87 N -9.83 9.09 -17.66  C85 1.309, H89 1.010, H90 1.010
88 N -10.66 8.79 -15.68  C85 1.304, H91 1.010, H92 1.010
89 H -9.05 9.01 -18.30  N87 1.010
90 H -10.79 9.16 -17.96  N87 1.010
91 H -11.43 9.30 -16.10  N88 1.010
92 H -10.77 8.25 -14.84  N88 1.010
93 C -8.19 7.62 -25.54  O94 1.231, N95 1.282, N96 1.283
94 O -9.05 8.41 -25.93  C93 1.231
95 N -7.05 7.54 -26.12  C93 1.282, H97 1.010, H98 1.010
96 N -8.27 6.72 -24.63  C93 1.283, H99 1.010, H100 1.010
97 H -6.63 6.63 -26.02  N95 1.010
98 H -6.78 8.21 -26.82  N95 1.010
99 H -8.94 6.93 -23.91  N96 1.010
100 H -7.76 5.84 -24.67  N96 1.010
101 C -8.08 1.39 -26.17  C102 1.513, H107 1.090, H108 1.090, H109 1.090
102 C -7.93 2.54 -25.20  C101 1.513, C103 1.642, N106 1.428, H110 1.090
103 C -6.57 3.44 -25.40  C102 1.642, O104 1.453, H111 1.090, H112 1.090
104 O -6.55 4.40 -24.31  C103 1.453, C105 1.402
105 C -5.51 5.32 -24.14  O104 1.402, H113 1.090, H114 1.090, H115 1.090
106 N -9.02 3.37 -25.63  C102 1.428, H116 1.010, H117 1.010
107 H -8.04 1.76 -27.19  C101 1.090
108 H -8.89 0.67 -26.05  C101 1.090
109 H -7.14 0.84 -26.08  C101 1.090
110 H -8.05 2.26 -24.16  C102 1.090
111 H -6.35 3.80 -26.40  C103 1.090
112 H -5.72 2.81 -25.14  C103 1.090
113 H -5.74 6.26 -23.65  C105 1.090
114 H -5.10 5.67 -25.09  C105 1.090
115 H -4.58 4.99 -23.67  C105 1.090
116 H -8.73 3.76 -26.52  N106 1.010
117 H -9.08 4.20 -25.07  N106 1.010
118 C -4.92 15.02 -16.78  C119 1.505, H124 1.090, H125 1.090, H126 1.090
119 C -3.66 14.31 -17.17  C118 1.505, C120 1.623, N123 1.468, H127 1.090
120 C -3.79 13.44 -18.53  C119 1.623, O121 1.435, H128 1.090, H129 1.090
121 O -2.73 12.49 -18.70  C120 1.435, C122 1.401
122 C -2.91 11.64 -19.79  O121 1.401, H130 1.090, H131 1.090, H132 1.090
123 N -2.64 15.35 -17.32  C119 1.468, H133 1.010, H134 1.010
124 H -4.85 15.74 -15.95  C118 1.090
125 H -5.61 14.26 -16.42  C118 1.090
126 H -5.47 15.54 -17.57  C118 1.090
127 H -3.22 13.63 -16.43  C119 1.090
128 H -4.02 14.05 -19.41  C120 1.090
129 H -4.65 12.78 -18.44  C120 1.090
130 H -3.58 10.80 -19.65  C122 1.090
131 H -1.99 11.16 -20.13  C122 1.090
132 H -3.31 12.14 -20.68  C122 1.090
133 H -2.94 15.85 -18.15  N123 1.010
134 H -1.77 14.94 -17.62  N123 1.010
135 C -0.89 4.36 -18.94  C136 1.590, H141 1.090, H142 1.090, H143 1.090
136 C -2.03 3.43 -18.34  C135 1.590, C137 1.609, N140 1.441, H144 1.090
137 C -1.46 2.29 -17.36  C136 1.609, O138 1.417, H145 1.090, H146 1.090
138 O -1.00 2.86 -16.15  C137 1.417, C139 1.419
139 C -0.41 1.87 -15.32  O138 1.419, H147 1.090, H148 1.090, H149 1.090
140 N -2.96 4.28 -17.65  C136 1.441, H150 1.010, H151 1.010
141 H -1.26 5.30 -19.35  C135 1.090
142 H -0.26 3.87 -19.69  C135 1.090
143 H -0.22 4.57 -18.10  C135 1.090
144 H -2.58 3.01 -19.18  C136 1.090
145 H -0.64 1.76 -17.85  C137 1.090
146 H -2.28 1.59 -17.23  C137 1.090
147 H 0.64 1.71 -15.53  C139 1.090
148 H -0.97 0.93 -15.30  C139 1.090
149 H -0.37 2.32 -14.33  C139 1.090
150 H -3.67 3.83 -17.09  N140 1.010
151 H -3.49 4.89 -18.27  N140 1.010
152 C 0.46 7.80 -18.14  C153 1.608, H158 1.090, H159 1.090, H160 1.090
153 C 0.66 8.43 -16.68  C152 1.608, C154 1.497, N157 1.438, H161 1.090
154 C -0.45 9.41 -16.54  C153 1.497, O155 1.413, H162 1.090, H163 1.090
155 O -0.16 10.58 -17.28  C154 1.413, C156 1.408
156 C -0.51 11.78 -16.63  O155 1.408, H164 1.090, H165 1.090, H166 1.090
157 N 0.60 7.39 -15.68  C153 1.438, H167 1.010, H168 1.010
158 H 0.36 8.47 -18.99  C152 1.090
159 H -0.39 7.11 -18.13  C152 1.090
160 H 1.37 7.30 -18.46  C152 1.090
161 H 1.67 8.81 -16.83  C153 1.090
162 H -0.59 9.59 -15.47  C154 1.090
163 H -1.39 8.96 -16.85  C154 1.090
164 H -1.57 11.75 -16.41  C156 1.090
165 H -0.29 12.65 -17.24  C156 1.090
166 H -0.07 12.03 -15.67  C156 1.090
167 H 1.32 6.68 -15.78  N157 1.010
168 H 0.92 7.81 -14.82  N157 1.010
169 C -4.69 10.69 -16.21  C170 1.502, H175 1.090, H176 1.090, H177 1.090
170 C -5.73 9.93 -15.43  C169 1.502, C171 1.573, N174 1.489, H178 1.090
171 C -7.06 10.77 -15.45  C170 1.573, O172 1.410, H179 1.090, H180 1.090
172 O -6.97 12.11 -15.01  C171 1.410, C173 1.441
173 C -8.22 12.82 -15.03  O172 1.441, H181 1.090, H182 1.090, H183 1.090
174 N -5.92 8.59 -16.06  C170 1.489, H184 1.010, H185 1.010
175 H -4.49 11.64 -15.71  C169 1.090
176 H -5.07 10.89 -17.21  C169 1.090
177 H -3.80 10.07 -16.22  C169 1.090
178 H -5.37 9.81 -14.41  C170 1.090
179 H -7.84 10.25 -14.90  C171 1.090
180 H -7.34 10.86 -16.50  C171 1.090
181 H -8.86 12.42 -14.24  C173 1.090
182 H -8.57 12.59 -16.04  C173 1.090
183 H -8.13 13.90 -14.98  C173 1.090
184 H -6.82 8.16 -15.91  N174 1.010
185 H -5.83 8.70 -17.06  N174 1.010
186 C 1.36 5.05 -22.20  C187 1.595, H192 1.090, H193 1.090, H194 1.090
187 C 1.47 3.81 -23.20  C186 1.595, C188 1.527, N191 1.414, H195 1.090
188 C 1.86 2.47 -22.59  C187 1.527, O189 1.411, H196 1.090, H197 1.090
189 O 3.04 2.65 -21.85  C188 1.411, C190 1.380
190 C 4.19 2.86 -22.58  O189 1.380, H198 1.090, H199 1.090, H200 1.090
191 N 0.34 3.68 -24.04  C187 1.414, H201 1.010, H202 1.010
192 H 2.29 5.37 -21.72  C186 1.090
193 H 0.52 4.78 -21.56  C186 1.090
194 H 1.03 5.92 -22.76  C186 1.090
195 H 2.28 4.12 -23.87  C187 1.090
196 H 1.85 1.67 -23.33  C188 1.090
197 H 1.19 2.29 -21.75  C188 1.090
198 H 4.11 3.77 -23.19  C190 1.090
199 H 4.42 1.95 -23.12  C190 1.090
200 H 5.09 3.06 -21.99  C190 1.090
201 H 0.07 4.43 -24.65  N191 1.010
202 H 0.44 2.75 -24.42  N191 1.010
203 C -7.40 11.90 -19.05  C204 1.515, H209 1.090, H210 1.090, H211 1.090
204 C -8.27 12.62 -20.06  C203 1.515, C205 1.555, N208 1.423, H212 1.090
205 C -7.64 13.86 -20.76  C204 1.555, O206 1.408, H213 1.090, H214 1.090
206 O -7.33 14.97 -19.95  C205 1.408, C207 1.392
207 C -8.24 15.70 -19.19  O206 1.392, H215 1.090, H216 1.090, H217 1.090
208 N -8.64 11.61 -20.99  C204 1.423, H218 1.010, H219 1.010
209 H -6.47 11.59 -19.52  C203 1.090
210 H -7.82 10.96 -18.69  C203 1.090
211 H -7.33 12.57 -18.18  C203 1.090
212 H -9.12 12.95 -19.47  C204 1.090
213 H -8.39 14.03 -21.53  C205 1.090
214 H -6.73 13.49 -21.22  C205 1.090
215 H -8.73 15.05 -18.46  C207 1.090
216 H -9.02 16.17 -19.80  C207 1.090
217 H -7.75 16.52 -18.68  C207 1.090
218 H -9.04 11.97 -21.85  N208 1.010
219 H -9.39 11.06 -20.59  N208 1.010
220 C -3.11 8.02 -13.52  C221 1.558, H226 1.090, H227 1.090, H228 1.090
221 C -3.91 6.72 -13.85  C220 1.558, C222 1.579, N225 1.447, H229 1.090
222 C -5.42 6.67 -13.40  C221 1.579, O223 1.504, H230 1.090, H231 1.090
223 O -5.88 5.35 -13.97  C222 1.504, C224 1.461
224 C -7.18 4.90 -13.48  O223 1.461, H232 1.090, H233 1.090, H234 1.090
225 N -3.89 6.60 -15.29  C221 1.447, H235 1.010, H236 1.010
226 H -3.35 8.35 -12.51  C220 1.090
227 H -3.27 8.90 -14.15  C220 1.090
228 H -2.03 7.90 -13.51  C220 1.090
229 H -3.22 5.99 -13.43  C221 1.090
230 H -5.93 7.54 -13.81  C222 1.090
231 H -5.38 6.74 -12.31  C222 1.090
232 H -7.99 5.58 -13.75  C224 1.090
233 H -7.25 4.89 -12.40  C224 1.090
234 H -7.40 3.92 -13.90  C224 1.090
235 H -4.36 5.72 -15.40  N225 1.010
236 H -4.54 7.21 -15.78  N225 1.010
237 C -5.92 2.11 -18.21  C238 1.577, H243 1.090, H244 1.090, H245 1.090
238 C -6.34 3.39 -17.38  C237 1.577, C239 1.588, N242 1.499, H246 1.090
239 C -7.90 3.50 -17.13  C238 1.588, O240 1.423, H247 1.090, H248 1.090
240 O -8.20 2.56 -16.11  C239 1.423, C241 1.427
241 C -9.56 2.67 -15.69  O240 1.427, H249 1.090, H250 1.090, H251 1.090
242 N -5.57 3.48 -16.09  C238 1.499, H252 1.010, H253 1.010
243 H -5.64 1.27 -17.57  C237 1.090
244 H -5.03 2.28 -18.81  C237 1.090
245 H -6.68 1.61 -18.81  C237 1.090
246 H -6.04 4.32 -17.85  C238 1.090
247 H -8.48 3.28 -18.03  C239 1.090
248 H -8.13 4.48 -16.70  C239 1.090
249 H -9.69 3.59 -15.11  C241 1.090
250 H -9.87 1.88 -15.00  C241 1.090
251 H -10.37 2.88 -16.39  C241 1.090
252 H -5.71 2.61 -15.60  N242 1.010
253 H -5.93 4.19 -15.48  N242 1.010